Below is C24H13F9IO2SV as an isolated structure, with properties calculated with the ωB97M-V functional and the def2-TZVPD basis.

Structure (XYZ):
```
51
Properties=species:S:1:pos:R:3:forces:R:3
V -1.779427 1.658332 -0.497844 -0.192 0.118 0.073
I -0.960967 4.349491 -2.832731 0.016 0.034 0.000
C 0.095056 1.696666 -1.591780 0.172 -0.148 0.073
C 1.366688 1.551688 -1.992396 -0.103 -0.039 0.044
C 2.032314 0.314675 -1.460494 -0.141 0.047 -0.012
C 1.886787 0.051748 0.735043 -0.030 -0.015 -0.010
C 1.158595 1.174529 1.417772 -0.090 -0.067 -0.122
C 1.458492 1.961765 2.513225 0.002 0.053 0.060
C 0.557529 2.961272 2.903268 0.046 0.000 0.034
C -0.617772 3.223722 2.205223 -0.049 -0.051 -0.054
C -0.924288 2.449164 1.089476 -0.030 0.156 0.093
C -0.048865 1.428360 0.783852 0.047 0.101 0.199
H 1.835089 2.208928 -2.713935 -0.002 0.009 -0.004
H 2.364045 -0.324268 -2.280024 0.018 0.006 0.000
H 2.103763 -0.763363 1.425306 0.017 0.000 -0.005
H 2.382692 1.823102 3.060761 -0.005 0.011 0.010
H 0.796307 3.569576 3.766965 0.010 -0.009 -0.001
H -1.264022 4.031387 2.523050 0.001 0.006 -0.004
C 5.051658 -5.517239 1.196587 0.013 0.020 0.008
C 4.176290 -4.317744 0.939211 -0.036 -0.044 -0.036
O 3.324047 -3.927594 1.689209 0.027 0.027 0.026
S 4.533871 -3.513029 -0.619798 0.027 0.010 -0.003
C 3.356217 -2.178606 -0.535797 -0.021 -0.010 0.035
C 1.942203 -2.596729 -0.690728 -0.020 -0.004 -0.021
C 0.863858 -1.810186 -0.681066 -0.030 -0.002 -0.004
C 0.988501 -0.337138 -0.496240 0.034 0.056 -0.004
C 3.047562 0.315897 -0.274099 0.033 -0.006 0.005
C 3.862163 -0.948768 -0.359581 0.003 0.005 0.004
C -0.193964 0.614461 -0.487085 -0.040 -0.108 -0.302
C -0.974066 2.646668 -1.720440 0.150 0.092 -0.168
H 4.674199 -6.054819 2.062634 -0.006 0.001 -0.002
H 6.071126 -5.181253 1.391712 -0.001 -0.005 0.000
H 5.075818 -6.170777 0.325161 0.002 0.000 -0.006
H 1.798864 -3.662037 -0.817499 0.000 0.007 -0.001
H -0.120355 -2.246921 -0.801765 0.010 -0.008 0.000
H 3.666012 1.198576 -0.123343 0.001 -0.003 0.000
H 4.937036 -0.861189 -0.254410 0.001 0.003 0.004
F -6.928683 0.901582 -1.115670 -0.018 0.000 -0.005
C -5.983587 1.806745 -0.819668 0.012 -0.002 -0.039
F -6.366816 2.463993 0.272985 -0.007 0.000 0.020
F -5.911577 2.681271 -1.816942 0.006 0.018 -0.008
C -4.616816 1.102621 -0.608943 0.128 -0.033 0.028
O -3.609500 2.024255 -0.562056 0.027 -0.128 0.075
C -4.594699 0.310561 0.731282 -0.001 0.060 0.013
F -5.512145 -0.646776 0.815169 -0.012 0.013 0.016
F -3.371391 -0.263978 0.841156 -0.022 -0.079 0.018
F -4.733367 1.122830 1.772026 0.027 -0.031 -0.022
C -4.331208 0.135053 -1.801908 0.001 0.031 -0.002
F -4.947719 -1.037507 -1.726037 0.005 0.008 0.015
F -2.991668 -0.112674 -1.808839 0.015 -0.090 -0.047
F -4.623878 0.693678 -2.969956 0.007 -0.006 0.025
```
Positions in Å, forces in eV/Å.

Output
HOMO level (alpha / beta) (eV): -7.98 / -8.00
Relative energy (zero: lowest compared OMol25 entry of this formula, charge and spin) (kcal/mol): 0.00
Orbital gap (alpha / beta) (Eh): 0.279 / 0.278
LUMO (alpha / beta) (eV): -0.39 / -0.44

=====

Below is C4H3LiOPr as an isolated structure, with properties calculated with the ωB97M-V functional and the def2-TZVPD basis.

Structure (XYZ):
```
10
Properties=species:S:1:pos:R:3:forces:R:3
C -2.059091 -0.010524 0.131749 2.265 -0.679 0.057
C -0.985959 -0.774144 -0.020804 -1.273 0.968 -0.068
H -3.017787 -0.155769 -0.380350 0.279 -0.054 0.338
H -0.908587 -1.714203 -0.587535 0.755 0.457 0.412
Pr -0.936407 1.098873 1.957827 -0.098 -0.388 -0.483
C 0.808229 -0.386550 0.708352 0.043 -0.048 0.594
C 1.735112 0.387468 0.129339 -2.444 0.455 -1.878
O 1.966924 1.144274 -0.796575 0.465 -0.847 1.436
H 1.140448 -1.184221 1.379667 -0.199 0.084 -0.217
Li 2.257117 1.594795 -2.521670 0.207 0.052 -0.191
```
Positions in Å, forces in eV/Å.

Output
Total charge: +2
HOMO level (alpha / beta) (eV): -14.62 / -16.48
Relative energy (zero: lowest compared OMol25 entry of this formula, charge and spin) (kcal/mol): 19.55
Orbital gap (alpha / beta) (Eh): 0.201 / 0.307
LUMO (alpha / beta) (eV): -9.15 / -8.12
Spin multiplicity: 4

=====

Below is C32H46BrN3P2Pt as an isolated structure, with properties calculated with the ωB97M-V functional and the def2-TZVPD basis.

Structure (XYZ):
```
85
Properties=species:S:1:pos:R:3:forces:R:3
N 6.973176 2.530131 1.439540 -1.866 -3.643 -1.554
C 6.302821 1.699051 2.243287 0.239 0.756 1.412
C 5.640622 0.562995 1.758431 0.087 0.493 -1.092
C 5.662269 0.293790 0.366541 1.322 0.946 0.153
C 6.440242 1.155076 -0.452989 -0.573 0.188 1.214
C 7.058971 2.267781 0.135003 1.059 1.273 -0.775
C 4.894025 -0.781154 -0.215299 -0.208 -0.718 -0.080
Pt -0.807939 -0.872367 -0.918279 -1.158 -0.802 -0.664
P -3.705490 -0.440355 -0.002788 -2.687 -0.751 -0.084
C 4.672638 -0.934277 -1.562740 0.368 -0.230 -0.586
C 3.496065 -1.616092 -2.010743 0.673 -0.291 0.624
C 2.771380 -1.182472 -3.163093 -1.163 -0.033 -0.145
C 1.378990 -1.195256 -3.070934 1.250 -0.048 -0.325
C 0.852118 -1.600922 -1.828036 -1.344 0.016 -0.286
C 1.507612 -2.625690 -1.123896 1.049 -0.153 0.135
C 2.891977 -2.589477 -1.153329 -1.712 -0.061 0.187
Br -2.506206 -2.539169 -1.788651 1.449 0.283 0.207
H 4.421477 -1.477960 0.488206 -0.148 0.506 -0.242
H 5.314172 -0.472226 -2.323734 -0.534 0.285 0.357
H 5.045094 -0.045034 2.436679 0.343 0.181 0.062
H 6.494185 1.013537 -1.531701 0.316 0.284 0.378
H 6.269978 1.939384 3.306346 0.072 0.002 -0.109
H 7.629540 2.962467 -0.491374 -0.069 -0.128 0.223
H 3.298247 -0.771080 -4.020086 -0.122 0.031 0.075
H 3.499380 -3.221667 -0.513352 -0.082 -0.003 -0.112
H 0.692492 -0.919831 -3.868422 0.491 0.257 0.184
H 0.881599 -3.340612 -0.597283 0.461 0.083 0.070
P -0.106149 1.317681 -1.160980 1.240 1.781 -0.868
C -4.021593 -1.980922 1.005907 0.839 0.067 0.141
C -5.067098 -2.988413 0.543842 -0.364 -0.176 -0.215
H -4.249346 -1.624862 2.023888 0.140 0.048 -0.357
H -3.045707 -2.489590 1.039808 -0.247 0.143 0.189
H -5.114860 -3.800646 1.281366 0.101 0.236 -0.109
H -6.072609 -2.553136 0.473144 0.324 -0.134 -0.041
H -4.778532 -3.442192 -0.412337 -0.248 0.081 0.258
C -4.614345 -0.127291 -1.601047 1.009 0.493 -0.207
C -5.830113 -0.959214 -1.975583 -0.578 -0.438 -0.116
H -3.847688 -0.244991 -2.382697 -0.292 0.188 0.249
H -4.884550 0.941010 -1.557424 0.180 -0.282 0.049
H -5.922417 -0.954381 -3.070027 0.019 0.017 0.296
H -5.754994 -2.003016 -1.655533 -0.094 0.336 -0.213
H -6.752291 -0.517913 -1.575112 0.271 -0.258 0.012
C -4.462288 0.843283 1.078490 1.411 0.994 0.246
C -5.917119 0.575656 1.449200 -0.353 -0.573 -0.136
H -4.371048 1.799584 0.543796 -0.081 -0.239 0.199
H -3.841631 0.904648 1.985856 -0.298 0.116 -0.093
H -6.310817 1.471058 1.944243 0.127 -0.126 -0.107
H -6.540350 0.377176 0.568790 0.089 0.059 0.240
H -6.003017 -0.262909 2.149393 -0.084 0.186 -0.200
C -0.502028 2.779940 -0.073590 -0.162 -0.471 0.675
C -1.926081 3.318783 -0.112075 -0.265 0.106 0.007
H 0.190726 3.579414 -0.380851 -0.100 -0.491 -0.241
H -0.221037 2.519257 0.955605 0.070 0.241 -0.235
H -1.942008 4.344634 0.284183 0.004 -0.334 -0.122
H -2.339520 3.351709 -1.124851 0.051 0.064 0.173
H -2.604231 2.728087 0.510556 0.098 0.092 -0.100
C -0.651532 2.049322 -2.771730 -0.385 -0.408 0.093
C 0.070910 1.615289 -4.037172 0.032 -0.072 -0.432
H -0.579979 3.139013 -2.654239 0.047 -0.228 0.181
H -1.720248 1.804125 -2.850399 0.129 0.210 -0.078
H -0.114536 2.344234 -4.839623 -0.009 -0.256 0.273
H 1.154549 1.552392 -3.908032 -0.121 0.070 -0.070
H -0.287343 0.644493 -4.388570 -0.040 0.244 -0.049
C 1.738576 1.415227 -1.188003 0.304 -0.401 -0.099
C 2.428946 2.046980 0.018985 -0.086 0.069 0.159
H 2.020920 1.934397 -2.114855 -0.137 0.031 0.270
H 2.109822 0.390965 -1.308787 -0.099 0.431 0.130
H 3.509396 2.081107 -0.163983 -0.226 0.063 0.013
H 2.083066 3.068212 0.202892 0.268 -0.202 0.018
H 2.266159 1.456220 0.928491 -0.017 0.096 -0.074
N -0.614005 0.363740 3.170798 -0.205 0.410 -0.256
C -1.027721 0.360894 1.888803 0.529 -0.420 1.015
N -0.505445 -0.663867 1.223782 -0.006 0.083 0.168
C 0.290126 -1.392618 2.133540 -0.305 0.295 0.686
C 0.934842 -2.629455 2.081735 0.255 -0.181 -0.042
C 1.486310 -3.152992 3.254902 -0.121 0.229 -0.425
C 1.395985 -2.469962 4.479740 -0.355 0.843 0.037
C 0.741558 -1.231608 4.551049 0.497 -0.481 0.101
C 0.217270 -0.726075 3.368731 -0.247 -0.349 -0.074
H -0.853461 1.058147 3.875483 -0.064 -0.258 -0.241
H -1.736691 1.092780 1.526025 0.273 -0.142 -0.135
H 0.993589 -3.155472 1.137450 -0.010 -0.131 0.607
H 1.990286 -4.118517 3.234524 -0.182 0.211 -0.074
H 1.824122 -2.908975 5.379952 -0.151 0.102 -0.228
H 0.617835 -0.669010 5.475247 0.111 -0.309 -0.074
```
Positions in Å, forces in eV/Å.

Output
Total charge: +4
HOMO level (alpha / beta) (eV): -18.82 / -18.84
Relative energy (zero: lowest compared OMol25 entry of this formula, charge and spin) (kcal/mol): 39.42
Orbital gap (alpha / beta) (Eh): 0.242 / 0.156
LUMO (alpha / beta) (eV): -12.24 / -14.59
Spin multiplicity: 5

=====

Below is a 2-piece molecular cluster, C31H51N7O2 overall, with properties calculated with the ωB97M-V functional and the def2-TZVPD basis.

Structure (XYZ):
```
91
Properties=species:S:1:pos:R:3:forces:R:3
C -2.123500 -4.779013 4.643104 -0.592 -0.129 -0.927
C -1.331404 -4.245942 3.339768 0.420 -0.220 0.711
C -0.175101 -3.150783 3.708323 -2.095 -0.070 0.676
C -0.332965 -1.769619 2.908386 0.296 0.267 0.409
C 0.798575 -1.533085 1.772519 -0.581 2.511 0.930
C 0.338404 -0.457043 0.636494 0.984 0.681 0.227
C -0.713737 0.629263 1.207337 1.107 0.161 -0.210
C -0.640769 2.009148 0.365202 -1.094 0.082 -0.080
C -1.995597 2.918808 0.562910 1.681 0.356 -0.042
N -2.593632 2.743696 1.925938 -2.130 -0.763 0.161
C -3.975027 2.330116 1.919577 0.302 0.092 5.613
C -4.391219 2.218536 3.414637 3.467 0.781 -1.728
C -3.128347 2.574027 4.252108 0.700 0.247 -4.504
C -2.017762 2.913455 3.235333 -3.968 -1.290 0.637
N 1.449079 -2.747605 1.258734 -1.555 -1.197 1.939
C 0.605649 -3.638686 0.415499 -0.534 -2.038 -1.677
C -0.920642 -3.447154 0.161127 2.790 -3.511 -1.605
C -1.527817 -4.566137 -0.717109 3.908 0.563 1.364
C -0.558002 -5.654082 -1.188635 -1.067 0.878 0.292
N 0.836370 -5.818167 -1.000692 -1.931 3.642 2.190
C 1.449726 -4.821611 -0.200169 -3.632 0.579 -0.456
C 1.907313 -3.522008 2.429045 -0.140 0.024 0.638
N 3.183997 -4.038392 2.351712 -0.687 -0.526 0.221
N 1.177820 -3.777672 3.661231 1.293 2.082 -2.768
C 1.988820 -3.530797 4.893296 0.371 0.074 0.990
C 2.309296 -1.954399 5.092698 0.120 -1.019 1.714
C 3.157412 -1.868115 6.475815 1.738 -2.504 1.665
N 3.406054 -0.585279 7.179403 -0.568 -1.050 -1.153
O 3.652018 -2.898804 7.018544 -2.164 3.695 -2.593
H -2.397662 -5.877958 4.439572 0.462 1.618 0.591
H -3.128484 -4.218315 4.704182 1.649 -0.760 0.262
H -1.535774 -4.682796 5.616308 -0.808 -0.178 -1.356
H -0.786958 -5.144346 2.888585 -0.916 1.355 0.244
H -2.125363 -3.813031 2.634903 1.465 -0.703 0.813
H -0.373762 -2.899496 4.820462 0.459 -0.430 -1.776
H -0.207997 -0.922949 3.686317 -0.246 -1.256 -1.392
H -1.402387 -1.671229 2.521967 1.511 -0.259 0.482
H 1.626724 -0.953738 2.343599 -1.165 -1.116 -0.955
H 0.017145 -0.946441 -0.340529 0.190 0.600 1.380
H 1.291186 0.150405 0.384319 -1.435 -1.111 0.235
H -0.373875 0.903726 2.272472 -0.849 -0.644 -1.480
H -1.752813 0.161273 1.214457 1.218 0.944 0.114
H -0.559246 1.768664 -0.750233 0.051 0.494 1.508
H 0.242627 2.673558 0.671396 -1.091 -1.319 -0.431
H -1.725270 4.034524 0.469776 -0.341 -1.750 -0.154
H -2.755833 2.657291 -0.252732 0.964 0.342 1.519
H -4.650367 2.113777 1.018884 1.686 0.585 1.419
H -5.410213 1.909582 3.842792 1.876 0.585 -0.922
H -2.942613 2.601140 5.371989 -0.581 -0.062 -1.787
H -0.932479 3.211864 3.400780 -1.849 -0.441 -0.458
H -1.486397 -2.565264 0.594228 0.835 -1.409 -0.762
H -2.641031 -4.585220 -0.985566 1.998 -0.049 0.403
H -1.049405 -6.492420 -1.810404 0.997 1.478 1.041
H 2.578678 -4.931597 -0.009067 -2.114 0.423 -0.342
H 3.249504 -5.062125 2.433801 0.500 0.928 0.331
H 4.012215 -3.462715 2.151528 -0.893 -0.646 -0.340
H 2.956073 -4.145910 4.909609 -1.579 1.069 -0.225
H 1.357553 -3.902367 5.779452 0.996 0.632 -1.339
H 2.898939 -1.505619 4.221464 -0.874 -0.555 1.254
H 1.327356 -1.397166 5.296712 1.491 -0.570 -0.586
H 2.518011 -0.119873 7.409310 0.627 -0.005 -0.464
H 4.019376 0.002538 6.598998 -0.630 -0.094 0.371
C 1.985260 1.690905 -5.883685 0.207 -0.221 -0.347
C 1.644407 3.180551 -5.674006 0.361 -0.549 -0.945
C 1.023462 3.757252 -6.966296 -0.134 0.199 -0.050
C -0.388573 3.272493 -7.282531 -0.089 0.024 -0.284
C -1.191922 2.884367 -6.043735 0.009 -0.276 0.008
C -0.710284 3.535704 -4.728342 -0.590 -0.371 -0.434
N 0.704668 3.200189 -4.539857 0.467 1.172 1.277
O 1.227120 3.708507 -3.386718 -0.468 -0.442 -0.649
C -1.528735 2.882736 -3.596463 0.014 0.002 0.302
C -1.033270 5.041909 -4.746076 0.057 0.310 0.110
C 2.977569 3.933366 -5.472977 -0.179 0.083 0.544
H 2.461657 1.268186 -4.995268 -0.100 0.184 0.047
H 2.676970 1.554132 -6.723405 -0.002 0.060 0.005
H 1.095142 1.092534 -6.093232 -0.029 0.120 0.033
H 1.002287 4.850324 -6.899251 0.118 -0.090 0.197
H 1.669457 3.538528 -7.825974 0.083 -0.046 0.244
H -0.914303 4.059014 -7.834752 0.080 -0.054 0.016
H -0.343838 2.413473 -7.959814 -0.035 0.046 0.055
H -2.249947 3.109084 -6.219117 0.083 0.088 0.224
H -1.144881 1.794203 -5.938344 0.065 0.096 0.231
H -1.299889 1.815455 -3.510786 0.109 0.103 -0.098
H -2.603647 2.972473 -3.789243 0.091 0.082 -0.142
H -1.335688 3.345715 -2.624067 0.189 0.039 -0.179
H -2.109333 5.200579 -4.882251 0.062 -0.146 -0.024
H -0.526133 5.578485 -5.551455 0.029 -0.127 0.024
H -0.758141 5.525471 -3.805129 0.154 -0.209 -0.051
H 3.623953 3.812301 -6.349353 -0.299 -0.110 -0.081
H 3.539350 3.555470 -4.615659 -0.245 0.075 0.017
H 2.814808 5.006169 -5.333674 -0.054 -0.139 0.115
```
Positions in Å, forces in eV/Å.

Output
HOMO level (eV): -3.82
Orbital gap (Eh): 0.055
LUMO (eV): -2.33

=====

Below is a single C5H10O molecule, with properties calculated with the ωB97M-V functional and the def2-TZVPD basis.

Structure (XYZ):
```
16
Properties=species:S:1:pos:R:3:forces:R:3
C 1.760166 1.050156 -0.054691 0.014 0.043 -0.008
C 1.031047 -0.143410 -0.636615 0.347 -0.009 0.075
C 0.297601 -1.040440 0.367262 0.022 -0.063 0.104
C -0.977031 -0.615253 -0.386778 -0.254 -0.139 0.164
C -2.015950 0.175508 0.408341 -0.041 0.017 0.012
O -0.207385 0.227336 -1.270379 -0.023 0.109 -0.109
H 2.277678 1.628520 -0.825890 -0.096 -0.058 0.080
H 1.035216 1.703980 0.442331 0.127 -0.089 -0.018
H 2.496690 0.718686 0.686364 -0.048 0.034 -0.135
H 1.672189 -0.694630 -1.337878 -0.083 0.080 0.094
H 0.573726 -2.097076 0.355728 -0.145 0.133 -0.063
H 0.335266 -0.669388 1.396399 0.009 -0.073 -0.137
H -1.457860 -1.415606 -0.964674 0.115 0.090 0.105
H -2.993118 -0.316268 0.430404 0.142 0.034 -0.018
H -1.693397 0.328344 1.444232 -0.037 0.021 -0.166
H -2.134835 1.159542 -0.054155 -0.049 -0.132 0.020
```
Positions in Å, forces in eV/Å.

Output
HOMO level (eV): -9.54
SMILES string: C[C@@H]1C[C@H](C)O1
Relative energy (zero: lowest compared OMol25 entry of this formula, charge and spin) (kcal/mol): 24.28
Orbital gap (Eh): 0.394
LUMO (eV): 1.18

=====

| no. | electronic energy (Ha) | F_max (Eh/bohr) |
| --- | --- | --- |
| 1 | -3611.3888 | 0.0063 |
| 2 | -753.2398 | 0.0606 |
| 3 | -4785.6059 | 0.0851 |
| 4 | -1745.0378 | 0.1093 |
| 5 | -271.7139 | 0.0069 |